[1]
{"formula": "H19O9", "method": "ωB97M-V with the def2-TZVPD basis set", "symbols": ["O", "H", "H", "H", "O", "H", "H", "O", "H", "H", "O", "H", "H", "O", "H", "H", "O", "H", "H", "O", "H", "H", "O", "H", "H", "O", "H", "H"], "positions_angstrom": [[0.72559, 0.46739, 0.19809], [0.70746, -0.36855, -0.27359], [-0.20101, 0.66390, 0.35424], [1.10821, 1.08684, -0.42760], [2.41212, 0.11795, -4.00532], [2.68207, 0.85302, -4.55580], [1.90456, -0.44552, -4.58936], [1.41572, 4.79338, -1.02630], [1.03324, 5.62041, -0.73312], [2.24738, 5.04303, -1.42910], [-3.21807, -0.77152, -3.47786], [-4.09100, -0.77426, -3.08516], [-2.85505, -1.63047, -3.26188], [-0.13133, -3.48134, -1.66171], [0.08086, -3.89993, -0.82745], [0.19241, -4.09067, -2.32514], [-3.18036, -0.30254, 2.25743], [-3.58414, -0.42786, 3.11620], [-3.28859, -1.14501, 1.81610], [1.67590, -4.83178, 1.95243], [2.21528, -4.36450, 2.59037], [1.68263, -5.74072, 2.25244], [-3.63813, 4.46981, 1.81879], [-3.87984, 3.59353, 2.11868], [-4.42121, 4.79629, 1.37560], [3.90031, -0.00591, 3.77376], [4.20974, 0.00515, 4.67950], [4.29537, 0.76980, 3.37570]], "forces_ev_per_angstrom": [[0.2, -0.5, 0.2], [0.3, -1.5, -0.4], [-1.1, 0.7, 0.5], [0.5, 1.2, -0.5], [-0.1, 0.0, 0.4], [0.1, 0.2, -0.1], [-0.1, -0.2, -0.2], [-0.1, -0.4, 0.0], [-0.2, 0.2, 0.1], [0.2, 0.1, -0.1], [0.2, 0.2, 0.0], [-0.3, 0.0, 0.0], [0.1, -0.3, 0.0], [-0.1, 0.5, 0.1], [0.1, -0.2, 0.3], [0.1, -0.1, -0.2], [0.3, 0.2, -0.3], [-0.1, 0.0, 0.3], [-0.1, -0.2, -0.1], [-0.2, 0.2, -0.3], [0.2, 0.1, 0.2], [0.0, -0.3, 0.0], [0.3, 0.0, 0.0], [-0.1, -0.2, 0.1], [-0.2, 0.2, -0.1], [-0.2, -0.1, -0.2], [0.1, 0.0, 0.3], [0.2, 0.2, -0.1]], "relative_energy_kj_mol": 404.9, "multiplicity": 1, "molar_mass_g_mol": 163.14, "e_homo_ev": -13.568, "total_charge": 1}



[2]
{"formula": "C25H30ClN3O3", "method": "ωB97M-V with the def2-TZVPD basis set", "symbols": ["C", "H", "H", "H", "C", "C", "C", "C", "C", "C", "C", "H", "H", "N", "C", "C", "C", "O", "N", "N", "C", "H", "C", "C", "H", "H", "C", "C", "C", "C", "C", "C", "H", "H", "C", "H", "H", "H", "H", "H", "C", "H", "H", "H", "H", "H", "C", "C", "O", "O", "H", "H", "H", "Cl", "H", "H", "H", "C", "H", "H", "H", "H"], "positions_angstrom": [[8.79603, 0.35860, 0.14282], [8.63380, 1.38754, -0.13221], [9.05149, -0.04477, -0.92609], [9.74096, 0.30134, 0.57783], [7.67116, -0.51215, 0.71336], [6.25996, -0.32138, 0.21418], [5.16021, 0.30261, 0.92354], [4.00032, 0.54806, 0.00944], [3.77419, -0.03880, -1.20741], [4.93512, -0.75322, -1.73867], [6.06055, -0.59157, -1.07769], [6.82570, -1.20642, -1.69473], [4.78145, -1.33013, -2.81976], [2.63051, 0.12370, -1.75111], [1.34368, 0.09733, -1.38602], [0.85851, -0.45670, 0.06052], [-0.38871, -0.42054, 0.47333], [-0.85877, -0.75735, 1.56527], [-1.15623, 0.56006, -0.50521], [-0.91155, 0.95328, -1.49781], [0.28478, 0.75824, -2.10995], [0.43271, 1.26829, -2.83807], [-2.67807, 0.81289, -0.02892], [-3.45914, -0.59064, 0.25816], [-3.33944, -1.03130, -1.09095], [-2.82541, -1.19462, 0.86093], [-4.85125, -0.58091, 0.45151], [-5.49874, 0.57824, -0.68685], [-4.88885, 1.71264, -0.71657], [-4.84449, 2.50801, 0.54284], [-4.18901, 1.85760, 1.52994], [-2.76850, 1.47632, 1.09120], [-2.18401, 2.49246, 1.10624], [-2.26701, 0.81726, 1.99221], [-4.94482, 0.34068, 1.76319], [-5.90944, 0.78163, 2.08673], [-4.40055, -0.15243, 2.38564], [-4.24599, 2.32837, 2.78601], [-4.39699, 3.55412, 0.36313], [-6.03603, 2.87006, 0.83020], [-3.26919, 1.41650, -1.04100], [-2.96644, 2.51226, -1.11077], [-3.39410, 0.88865, -2.10367], [-5.33523, 2.17707, -1.60646], [-6.68779, 0.65717, -0.47097], [-5.34854, -0.20752, -1.60206], [-5.50144, -1.84233, 0.71681], [-5.54089, -2.79672, -0.47928], [-5.13377, -2.42251, -1.69983], [-6.56747, -3.64970, -0.17979], [-6.45550, -4.26623, -1.03937], [-6.58253, -1.51458, 0.96521], [-4.89153, -2.23626, 1.36403], [2.00122, -1.48673, 1.03861], [2.78583, 0.06037, -2.67568], [3.26009, 1.16994, 0.80949], [5.35888, 0.82708, 1.65751], [7.92770, -1.79110, 1.18661], [8.96378, -1.76200, 1.72008], [7.36650, -2.29592, 1.99518], [8.20344, -2.41143, 0.11242], [7.60890, 0.16762, 1.92274]], "forces_ev_per_angstrom": [[-0.6, -2.0, -4.6], [-0.9, 0.4, 0.6], [-0.4, 0.3, 1.4], [1.3, -0.4, 1.5], [-2.0, 7.8, 5.5], [-0.5, 2.7, 2.7], [-0.8, -5.2, -12.5], [0.7, 1.6, 7.4], [6.5, -1.3, 4.7], [-6.2, 0.8, -3.7], [3.7, -4.7, -3.5], [-0.2, 1.4, 1.5], [0.8, 1.7, 3.0], [-4.8, -0.2, -2.0], [-4.2, 0.0, 4.8], [6.5, -0.4, -4.8], [-2.5, 2.0, 1.7], [-0.3, 0.0, -1.5], [-6.4, -7.7, 16.9], [5.4, 5.2, -15.1], [0.2, -6.5, 9.8], [1.8, 5.8, -9.0], [2.3, -9.4, -1.6], [4.9, -1.0, -7.8], [0.0, 0.4, 4.0], [0.1, -0.7, 0.6], [-2.7, 7.9, 0.6], [-6.7, -14.9, 0.7], [6.8, 7.0, -1.7], [-6.2, 7.1, -3.0], [1.8, -5.8, 7.7], [2.8, 6.0, 12.1], [-0.6, -1.5, -0.2], [-1.2, 1.9, -2.1], [-2.5, 5.0, -4.5], [0.0, -1.5, 0.0], [2.9, -2.7, 5.0], [0.4, -1.1, -4.2], [-0.4, -1.4, 0.0], [3.0, -1.3, -0.5], [-6.7, 5.8, -8.8], [0.3, -1.4, -0.7], [1.1, 1.1, 2.3], [0.7, 1.1, 0.3], [2.5, -0.3, -0.4], [-0.7, 2.6, 1.4], [-3.8, 1.9, -4.5], [-1.3, 4.8, -4.5], [-2.0, -3.7, 6.4], [2.8, -2.5, -4.6], [-1.2, 1.4, 2.5], [1.6, -1.5, 0.2], [2.3, -2.7, 4.7], [-1.2, 0.9, -1.0], [-0.4, 0.1, -4.4], [1.1, -1.6, -3.4], [1.2, 4.6, 7.6], [5.4, -5.4, -0.8], [-1.3, -0.2, -1.1], [-0.7, 0.3, -1.3], [-1.1, 0.6, 3.1], [-0.2, -1.6, -2.9]], "relative_energy_kj_mol": 0.0, "multiplicity": 1, "molar_mass_g_mol": 455.99, "e_homo_ev": -8.086}